ORCA calculation (ωB97M-V/def2-TZVPD) on a 10-piece molecular cluster, C37H53N8O15 overall at a distorted geometry.

```
113
Properties=species:S:1:pos:R:3:lowdin_charge:R:1
C 15.69 -18.81 6.89 -0.06
C 15.23 -17.54 6.17 -0.59
C 14.41 -16.72 7.20 -0.08
O 16.32 -16.88 5.61 -0.32
H 16.30 -19.40 6.19 0.07
H 14.87 -19.50 7.10 0.08
H 16.21 -18.64 7.83 0.05
H 14.51 -17.76 5.36 0.10
H 14.94 -16.47 8.13 0.06
H 13.55 -17.29 7.58 0.07
H 14.05 -15.79 6.76 0.04
C 15.94 -20.97 13.20 -0.01
C 17.02 -20.11 13.16 -0.02
C 17.64 -19.83 11.95 -0.33
C 17.33 -20.56 10.81 0.00
C 16.28 -21.47 10.86 -0.01
C 15.60 -21.67 12.04 -0.32
O 14.56 -22.60 12.23 0.01
O 18.51 -18.79 11.85 0.02
H 15.30 -21.07 14.07 0.12
H 17.29 -19.43 13.96 0.12
H 17.91 -20.45 9.91 0.11
H 15.96 -21.93 9.94 0.12
H 13.81 -22.32 11.69 0.10
H 18.41 -18.06 12.47 0.11
C 15.76 -19.13 0.01 -0.02
C 17.14 -19.09 0.09 -0.01
C 17.80 -19.06 1.31 -0.33
C 17.07 -18.94 2.48 -0.01
C 15.67 -18.93 2.42 -0.01
C 15.03 -19.07 1.20 -0.30
O 13.66 -19.27 1.22 0.00
O 19.16 -19.09 1.33 0.04
H 15.26 -19.24 -0.94 0.11
H 17.74 -19.10 -0.81 0.12
H 17.51 -18.85 3.46 0.10
H 15.06 -18.81 3.31 0.10
H 13.27 -19.67 0.43 0.11
H 19.49 -18.66 2.13 0.09
C 11.11 -16.96 4.98 -0.03
C 11.52 -17.57 3.82 -0.02
C 10.64 -17.75 2.76 -0.34
C 9.31 -17.39 2.95 -0.02
C 8.89 -16.84 4.15 -0.03
C 9.79 -16.61 5.20 -0.33
O 9.43 -15.96 6.34 0.04
O 11.10 -18.18 1.56 0.04
H 11.84 -16.76 5.75 0.10
H 12.55 -17.90 3.69 0.11
H 8.70 -17.44 2.06 0.12
H 7.84 -16.63 4.32 0.11
H 8.58 -15.52 6.31 0.10
H 11.97 -18.59 1.71 0.06
C 14.82 -14.12 11.34 -0.02
C 13.45 -14.29 11.42 -0.05
C 12.80 -14.33 12.65 -0.34
C 13.54 -13.94 13.75 -0.03
C 14.91 -13.75 13.70 -0.02
C 15.55 -13.80 12.47 -0.33
O 16.91 -13.66 12.43 0.02
O 11.48 -14.63 12.80 0.04
H 15.29 -14.27 10.38 0.11
H 12.85 -14.51 10.54 0.11
H 13.03 -13.82 14.70 0.11
H 15.49 -13.56 14.59 0.11
H 17.37 -14.22 11.76 0.07
H 10.93 -14.63 12.02 0.10
C 19.58 -18.14 7.65 -0.01
C 20.19 -18.88 8.65 -0.03
C 20.52 -20.22 8.44 -0.34
C 20.24 -20.77 7.21 -0.03
C 19.61 -20.07 6.18 0.00
C 19.29 -18.74 6.42 -0.32
O 18.86 -17.96 5.37 -0.05
O 21.16 -20.97 9.41 0.03
H 19.29 -17.11 7.75 0.10
H 20.44 -18.36 9.57 0.11
H 20.47 -21.82 7.05 0.11
H 19.49 -20.52 5.20 0.11
H 17.93 -17.60 5.44 0.04
H 21.06 -20.47 10.23 0.09
C 17.69 -15.29 9.07 -0.63
O 18.15 -14.50 9.91 -0.02
N 17.48 -16.62 9.36 0.17
N 17.37 -14.98 7.76 0.18
H 17.78 -17.02 10.23 0.08
H 16.99 -17.16 8.68 0.05
H 16.96 -15.71 7.16 0.05
H 17.60 -14.08 7.38 0.10
C 17.69 -15.74 2.17 -0.66
O 17.94 -15.41 1.00 -0.02
N 16.43 -15.91 2.66 0.17
N 18.71 -16.01 3.06 0.17
H 16.33 -16.09 3.66 0.06
H 15.62 -15.85 2.07 0.10
H 19.62 -16.06 2.66 0.10
H 18.54 -16.31 4.00 0.05
C 12.17 -11.61 9.73 -0.68
O 13.14 -11.56 10.44 0.05
N 11.09 -10.75 9.84 0.14
N 12.18 -12.38 8.60 0.16
H 10.30 -10.88 9.23 0.08
H 11.07 -9.90 10.36 0.09
H 12.99 -12.95 8.51 0.09
H 11.53 -12.20 7.86 0.09
C 14.21 -13.66 4.55 -0.64
O 13.86 -12.54 4.19 -0.01
N 13.60 -14.84 4.13 0.17
N 15.24 -13.86 5.45 0.15
H 12.74 -14.80 3.62 0.10
H 13.96 -15.66 4.60 0.05
H 15.57 -14.81 5.51 0.03
H 15.44 -13.11 6.08 0.09
```

Energy: -81867.367 eV
Total charge: -1


ORCA calculation (ωB97M-V/def2-TZVPD) on C37H54Br3N5O7PRe as an isolated structure at a distorted geometry.

```
108
Properties=species:S:1:pos:R:3:lowdin_charge:R:1
Re 0.49 -0.42 1.67 1.53
C -5.26 3.69 -1.05 -0.04
C -5.56 3.00 0.29 -0.56
C -6.94 2.35 0.21 -0.06
C -5.58 4.06 1.41 -0.04
C -4.46 1.98 0.59 -0.15
C -3.14 2.41 0.71 -0.06
C -2.18 1.47 1.00 -0.52
Br -0.36 2.00 1.18 1.00
C -2.42 0.11 1.17 -0.41
O -1.39 -0.69 1.48 -0.35
C -3.73 -0.34 1.03 -0.08
C -4.71 0.63 0.75 0.04
C -4.20 -1.80 1.17 -0.53
C -3.09 -2.82 1.41 -0.05
C -5.18 -1.88 2.35 -0.03
C -4.92 -2.21 -0.12 -0.04
H -6.01 4.45 -1.25 0.09
H -5.28 2.96 -1.87 0.09
H -4.29 4.17 -1.05 0.08
H -7.68 3.12 0.00 0.09
H -7.22 1.87 1.15 0.09
H -6.99 1.61 -0.59 0.09
H -6.39 4.77 1.23 0.09
H -4.65 4.62 1.45 0.08
H -5.74 3.59 2.38 0.09
H -2.87 3.45 0.60 0.12
H -5.72 0.28 0.66 0.10
H -2.56 -2.66 2.35 0.08
H -2.35 -2.82 0.61 0.07
H -3.54 -3.81 1.44 0.10
H -4.70 -1.56 3.28 0.08
H -5.51 -2.92 2.49 0.09
H -6.07 -1.27 2.19 0.08
H -4.24 -2.15 -0.98 0.09
H -5.79 -1.58 -0.34 0.08
H -5.27 -3.24 -0.04 0.09
Br -1.98 0.10 4.39 0.95
C -0.15 0.20 4.75 -0.67
C 0.24 0.38 6.07 -0.08
C 1.58 0.47 6.38 -0.01
C 2.51 0.40 5.35 0.04
C 2.04 0.23 4.07 -0.16
N 0.73 0.11 3.75 -0.05
C 2.98 0.23 2.90 -0.52
O 4.17 0.29 3.02 0.15
O 2.35 0.19 1.73 -0.23
H -0.52 0.45 6.83 0.11
H 1.90 0.59 7.40 0.13
H 3.57 0.47 5.50 0.14
Br 1.27 -6.56 1.24 0.83
C 2.53 -5.20 0.88 -0.60
C 3.75 -5.62 0.36 -0.13
C 4.74 -4.70 0.08 -0.06
C 4.54 -3.35 0.33 -0.06
C 3.33 -2.93 0.87 -0.01
C 2.31 -3.84 1.15 -0.16
C 0.99 -3.32 1.62 -0.53
O -0.07 -3.88 1.51 0.07
O 1.07 -2.13 2.28 -0.19
H 3.91 -6.67 0.18 0.10
H 5.68 -5.04 -0.34 0.11
H 5.31 -2.62 0.12 0.10
H 3.18 -1.88 1.07 0.09
C 5.66 0.83 -2.48 -0.11
N 4.57 1.01 -1.54 -0.29
C 5.02 1.09 -0.15 -0.09
P 3.10 1.66 -1.92 0.52
O 2.07 1.29 -0.91 -0.32
N 3.18 3.30 -2.11 -0.31
C 4.38 3.89 -2.67 -0.11
C 2.44 4.19 -1.23 -0.10
N 2.78 1.06 -3.43 -0.30
C 2.73 -0.39 -3.58 -0.10
C 2.80 1.80 -4.68 -0.10
H 6.16 -0.13 -2.30 0.09
H 6.41 1.62 -2.40 0.08
H 5.29 0.82 -3.51 0.06
H 5.54 0.17 0.13 0.08
H 4.17 1.20 0.51 0.05
H 5.71 1.92 0.00 0.09
H 4.89 3.19 -3.34 0.06
H 5.09 4.20 -1.89 0.09
H 4.12 4.77 -3.27 0.09
H 1.60 3.66 -0.79 0.05
H 2.06 5.04 -1.79 0.09
H 3.08 4.57 -0.42 0.09
H 2.60 -0.86 -2.61 0.08
H 3.64 -0.79 -4.04 0.09
H 1.89 -0.66 -4.23 0.07
H 2.68 2.86 -4.48 0.07
H 1.96 1.48 -5.30 0.08
H 3.72 1.64 -5.24 0.09
C 0.20 -3.47 -1.81 0.02
N -0.29 -2.13 -2.14 -0.10
C -0.92 -1.96 -3.45 -0.02
C -0.11 -1.10 -1.32 -0.42
C -0.64 0.24 -1.73 0.01
O 0.51 -1.28 -0.23 -0.13
H -0.48 -4.20 -2.25 0.10
H 0.21 -3.61 -0.74 0.06
H 1.20 -3.62 -2.22 0.11
H -1.09 -2.94 -3.87 0.09
H -0.28 -1.40 -4.13 0.08
H -1.88 -1.45 -3.36 0.10
H -0.50 0.40 -2.80 0.09
H -0.08 1.01 -1.20 0.01
H -1.71 0.29 -1.51 0.10
```

Energy: -282573.917 eV
Multiplicity: 2
Total charge: +1
Expectation value of S²: 0.834